No. 1
{
  "formula": "C2H8N3O2",
  "method": "wB97M-V/def2-TZVPD",
  "lumo_ev": -3.27,
  "total_charge": 1,
  "smiles": "CN(O)/C(N)=[NH+]\\O",
  "species": ["C", "N", "O", "C", "N", "N", "O", "H", "H", "H", "H", "H", "H", "H", "H"],
  "coordinates": [[1.316, -1.213, -0.635], [0.098, -0.581, -0.202], [-0.901, -1.456, 0.274], [-0.191, 0.764, 0.208], [0.769, 1.631, -0.078], [-1.355, 1.189, 0.638], [-2.407, 0.395, 0.934], [1.791, -0.783, -1.588], [2.110, -1.392, 0.152], [1.227, -2.251, -0.940], [-0.548, -2.090, 0.955], [1.639, 1.152, -0.480], [0.694, 2.649, -0.023], [-1.647, 2.172, 0.581], [-2.596, -0.184, 0.202]],
  "mulliken_charge": [-1.052, 0.182, -0.486, 0.644, -0.373, -0.084, -0.382, 0.417, 0.412, 0.323, 0.347, 0.223, 0.221, 0.252, 0.357]
}



No. 2
{
  "formula": "C2H8N3P",
  "method": "wB97M-V/def2-TZVPD",
  "lumo_ev": -0.32,
  "smiles": "[H]/N=P/[H].[H]/N=N\\CC",
  "species": ["H", "N", "P", "H", "H", "N", "N", "C", "C", "H", "H", "H", "H", "H"],
  "coordinates": [[-3.936, 0.225, -3.465], [-3.046, -0.172, -3.177], [-2.237, 0.678, -2.165], [-1.126, -0.215, -2.069], [-0.786, 1.862, 0.294], [-1.227, 1.318, 1.078], [-0.509, 0.542, 1.659], [0.867, 0.349, 1.296], [1.085, -1.126, 0.967], [1.462, 0.610, 2.175], [1.161, 0.996, 0.448], [0.771, -1.738, 1.807], [0.499, -1.410, 0.096], [2.136, -1.310, 0.760]],
  "mulliken_charge": [0.251, -0.428, 0.144, 0.031, 0.215, -0.385, -0.034, -0.264, -1.043, 0.214, 0.405, 0.317, 0.252, 0.326]
}



No. 3
{
  "formula": "C2H8N3S",
  "method": "wB97M-V/def2-TZVPD",
  "lumo_ev": -5.47,
  "total_charge": 1,
  "species": ["C", "C", "N", "N", "N", "S", "H", "H", "H", "H", "H", "H", "H", "H"],
  "coordinates": [[-0.917, 0.120, -0.283], [-2.206, -0.251, 0.183], [-0.847, 1.227, -1.081], [3.162, -0.447, 0.649], [0.188, -0.402, 0.129], [2.379, 0.130, -0.558], [-2.413, -1.233, -0.189], [-2.979, 0.486, -0.238], [-2.180, -0.386, 1.287], [-1.610, 1.532, -1.602], [0.115, 1.381, -1.336], [3.374, -1.415, 0.818], [3.780, 0.282, 1.294], [0.153, -1.023, 0.927]],
  "mulliken_charge": [0.887, -1.007, -0.342, -0.352, -0.581, 0.252, 0.335, 0.274, 0.306, 0.225, 0.086, 0.299, 0.358, 0.260]
}



No. 4
{
  "formula": "C2H8N4",
  "method": "wB97M-V/def2-TZVPD",
  "lumo_ev": 0.81,
  "smiles": "C/C(N)=N/NN",
  "species": ["C", "C", "N", "N", "N", "N", "H", "H", "H", "H", "H", "H", "H", "H"],
  "coordinates": [[1.766, -0.993, 0.046], [0.662, 0.025, 0.013], [1.126, 1.341, 0.192], [-0.525, -0.392, 0.391], [-1.520, 0.408, -0.064], [-2.817, -0.095, -0.017], [2.375, -0.870, 0.943], [2.416, -0.869, -0.820], [1.356, -1.999, 0.055], [1.738, 1.711, -0.516], [0.454, 2.045, 0.458], [-1.056, 0.979, -0.867], [-3.004, -0.475, 0.907], [-2.971, -0.817, -0.721]],
  "mulliken_charge": [-0.970, 0.411, -0.467, -0.395, -0.116, -0.559, 0.247, 0.291, 0.317, 0.194, 0.296, 0.257, 0.271, 0.223]
}



No. 5
{
  "formula": "C2H8N4",
  "method": "wB97M-V/def2-TZVPD",
  "lumo_ev": 0.32,
  "species": ["C", "N", "N", "N", "C", "N", "H", "H", "H", "H", "H", "H", "H", "H"],
  "coordinates": [[2.148, 0.187, -0.941], [-1.210, -0.923, 1.175], [-1.192, -0.085, 2.200], [-2.132, -0.788, 0.306], [0.757, 0.163, -1.516], [-0.256, 0.494, -0.864], [-0.304, -0.035, 2.674], [-1.720, 0.785, 2.154], [-1.424, -0.113, -0.745], [-2.873, -0.113, 0.553], [0.714, -0.118, -2.585], [2.129, 0.542, 0.088], [2.798, 0.827, -1.542], [2.565, -0.823, -0.958]],
  "mulliken_charge": [-0.949, 0.046, -0.270, -0.456, -0.056, -0.580, 0.274, 0.236, 0.381, 0.227, 0.345, 0.223, 0.318, 0.261]
}



No. 6
{
  "formula": "C2H8N4",
  "method": "wB97M-V/def2-TZVPD",
  "lumo_ev": 0.88,
  "smiles": "[H]/N=C(/N)N(C)N",
  "species": ["H", "N", "C", "N", "N", "C", "N", "H", "H", "H", "H", "H", "H", "H"],
  "coordinates": [[-0.484, -1.981, 0.350], [-1.291, -1.430, 0.266], [-0.882, -0.252, -0.128], [-1.821, 0.757, -0.100], [0.433, 0.168, -0.319], [1.473, -0.889, -0.110], [0.875, 1.424, 0.343], [-1.661, 1.537, -0.733], [-2.770, 0.314, -0.021], [1.392, -1.349, 0.912], [1.410, -1.646, -0.883], [2.483, -0.470, -0.252], [0.032, 1.568, 0.965], [0.811, 2.250, -0.292]],
  "mulliken_charge": [0.278, -0.759, 0.439, -0.485, 0.163, -1.012, -0.711, 0.236, 0.279, 0.358, 0.372, 0.273, 0.322, 0.245]
}



No. 7
{
  "formula": "C2H8N4",
  "method": "wB97M-V/def2-TZVPD",
  "lumo_ev": 0.80,
  "smiles": "[H]/N=C(\\NC)NN",
  "species": ["H", "N", "C", "N", "C", "N", "N", "H", "H", "H", "H", "H", "H", "H"],
  "coordinates": [[-0.292, -1.167, -1.619], [0.494, -1.119, -0.826], [0.219, -0.243, 0.086], [-0.604, 0.837, -0.060], [-1.434, 1.279, -1.183], [0.893, -0.362, 1.279], [1.712, -1.405, 1.512], [-0.919, 1.216, 0.940], [-0.835, 1.073, -2.108], [-1.696, 2.345, -0.902], [-2.426, 0.633, -1.336], [0.898, 0.307, 2.039], [1.307, -2.212, 1.113], [2.684, -1.184, 1.063]],
  "mulliken_charge": [0.197, -0.748, 0.619, -0.238, -0.829, -0.055, -0.759, 0.227, 0.335, 0.279, 0.228, 0.213, 0.290, 0.241]
}



No. 8
{
  "formula": "C2H8N4O",
  "method": "wB97M-V/def2-TZVPD",
  "lumo_ev": 0.71,
  "smiles": "CNNC(=O)NN",
  "species": ["C", "N", "N", "C", "O", "N", "N", "H", "H", "H", "H", "H", "H", "H", "H"],
  "coordinates": [[-1.627, -0.362, -0.733], [-1.096, -0.667, 0.639], [0.218, -1.080, 0.517], [1.345, -0.611, 0.001], [2.334, -1.302, -0.186], [1.306, 0.774, -0.383], [0.625, 1.821, 0.312], [-2.044, -1.484, -1.167], [-0.493, -0.018, -1.132], [-2.488, 0.422, -0.730], [-1.095, 0.103, 1.355], [0.455, -1.996, 0.830], [2.217, 1.089, -0.596], [-0.310, 1.789, 0.022], [0.653, 1.521, 1.254]],
  "mulliken_charge": [-0.664, -0.545, -0.018, 0.440, -0.656, -0.120, -0.630, 0.225, 0.384, 0.253, 0.274, 0.200, 0.312, 0.274, 0.271]
}



No. 9
{
  "formula": "C2H8N4O2Tl",
  "method": "wB97M-V/def2-TZVPD",
  "lumo_ev": -15.31,
  "total_charge": 3,
  "species": ["Tl", "C", "O", "N", "N", "H", "H", "H", "H", "C", "O", "N", "N", "H", "H", "H", "H"],
  "coordinates": [[0.349, 0.443, -0.217], [-0.721, 1.346, 2.284], [-0.175, 0.538, 1.554], [-1.193, 2.544, 1.897], [-0.836, 1.235, 3.574], [-1.025, 2.911, 0.971], [-1.765, 3.031, 2.572], [-0.463, 0.447, 4.082], [-1.383, 1.942, 4.045], [0.762, -1.357, -2.362], [0.479, -0.245, -1.863], [1.922, -1.589, -2.964], [-0.032, -2.359, -2.439], [2.111, -2.461, -3.438], [2.673, -0.921, -2.862], [-0.934, -2.254, -1.998], [0.231, -3.250, -2.835]],
  "mulliken_charge": [1.155, 1.116, -0.335, -0.341, -0.306, 0.132, 0.231, 0.253, 0.203, 0.835, -0.265, -0.320, -0.297, 0.230, 0.240, 0.222, 0.246]
}



No. 10
{
  "formula": "C2H8N4P",
  "method": "wB97M-V/def2-TZVPD",
  "lumo_ev": -4.24,
  "total_charge": 1,
  "species": ["C", "C", "N", "N", "N", "N", "P", "H", "H", "H", "H", "H", "H", "H", "H"],
  "coordinates": [[0.234, 0.464, 0.608], [2.447, -0.339, -0.101], [-1.750, 0.252, 0.260], [-1.894, -0.360, -0.762], [-2.855, -0.774, -1.494], [1.030, -0.109, -0.211], [0.399, 1.048, 2.269], [2.996, -0.082, 0.896], [2.917, 0.363, -0.838], [2.830, -1.316, -0.347], [-3.780, -0.278, -1.442], [-2.773, -1.553, -2.227], [0.653, -0.759, -0.961], [0.553, 2.226, 1.870], [-1.005, 1.218, 2.479]],
  "mulliken_charge": [0.414, -0.828, -0.326, 0.451, -0.586, -0.072, -0.070, 0.303, 0.336, 0.316, 0.270, 0.281, 0.303, 0.085, 0.122]
}



No. 11
{
  "formula": "C2H8N4S",
  "method": "wB97M-V/def2-TZVPD",
  "lumo_ev": [-7.80, -7.80],
  "total_charge": 2,
  "species": ["C", "C", "N", "N", "N", "N", "S", "H", "H", "H", "H", "H", "H", "H", "H"],
  "coordinates": [[-0.342, -4.044, -3.244], [-1.860, -2.497, -3.577], [-1.466, -3.883, -3.814], [-0.070, -2.906, -2.455], [-0.899, -1.963, -2.651], [1.202, 6.123, 5.872], [1.257, -2.304, -1.443], [0.276, -4.853, -3.383], [-1.912, -1.812, -4.411], [-2.867, -2.628, -3.171], [0.190, 5.874, 5.985], [1.412, 7.058, 5.754], [1.486, 5.537, 5.118], [1.716, 5.712, 6.706], [1.878, -3.414, -1.285]],
  "mulliken_charge": [-0.012, -0.272, -0.256, 0.467, -0.347, -0.535, 0.097, 0.447, 0.331, 0.337, 0.403, 0.348, 0.372, 0.412, 0.208]
}



No. 12
{
  "formula": "C2H8N5",
  "method": "wB97M-V/def2-TZVPD",
  "lumo_ev": -3.36,
  "total_charge": 1,
  "smiles": "[H]/N=C(\\N)N/[NH+]=C/N",
  "species": ["H", "N", "C", "N", "N", "N", "C", "N", "H", "H", "H", "H", "H", "H", "H"],
  "coordinates": [[1.412, 2.090, -0.097], [0.863, 1.145, -0.097], [1.440, 0.036, -0.046], [2.788, -0.137, 0.016], [0.486, -1.091, 0.025], [-0.829, -0.791, -0.153], [-1.655, -0.005, 0.425], [-2.781, 0.382, -0.081], [3.428, 0.656, -0.106], [3.205, -1.056, -0.134], [0.687, -1.947, 0.592], [-1.186, -1.073, -1.060], [-1.649, 0.277, 1.469], [-3.355, 1.072, 0.335], [-2.854, 0.442, -1.089]],
  "mulliken_charge": [0.248, -0.628, 0.493, -0.394, -0.465, -0.082, 0.337, -0.344, 0.224, 0.222, 0.280, 0.225, 0.351, 0.283, 0.249]
}



No. 13
{
  "formula": "C2H8N5",
  "method": "wB97M-V/def2-TZVPD",
  "s_squared": 2.020,
  "lumo_ev": [-3.55, -5.19],
  "total_charge": 1,
  "spin_multiplicity": 3,
  "species": ["C", "C", "N", "N", "N", "N", "N", "H", "H", "H", "H", "H", "H", "H", "H"],
  "coordinates": [[2.031, 0.573, -0.257], [-1.651, 0.193, 0.021], [-0.211, 1.247, -0.061], [3.047, -0.329, -0.082], [-2.733, 0.914, -0.129], [-1.722, -1.134, 0.085], [0.805, 0.348, 0.086], [1.998, 1.436, -0.926], [4.024, -0.178, -0.375], [2.942, -1.124, 0.476], [-2.683, 1.926, 0.107], [-3.559, 0.516, -0.538], [-0.962, -1.750, -0.338], [-2.597, -1.481, -0.231], [0.598, -0.518, 0.692]],
  "mulliken_spin": [0.110, 0.745, 1.027, 0.108, 0.013, 0.023, -0.022, -0.006, -0.006, -0.005, 0.002, -0.001, -0.014, 0.051, -0.024]
}



No. 14
{
  "formula": "C2H8N6",
  "method": "wB97M-V/def2-TZVPD",
  "lumo_ev": 0.81,
  "smiles": "[H]/N=C(/NN)N/C=N/N",
  "species": ["H", "N", "C", "N", "N", "N", "C", "N", "N", "H", "H", "H", "H", "H", "H", "H"],
  "coordinates": [[1.131, 0.497, -0.687], [1.121, 0.850, 0.254], [0.119, 0.302, 0.834], [-0.094, 0.442, 2.137], [0.481, 1.559, 2.783], [-0.866, -0.545, 0.234], [-0.747, -0.978, -1.068], [0.050, -0.475, -1.935], [-0.167, -1.171, -3.139], [-1.046, 0.510, 2.317], [0.611, 2.328, 2.018], [1.443, 1.280, 3.048], [-1.262, -1.162, 0.896], [-1.331, -1.864, -1.262], [-0.153, -0.360, -3.882], [0.697, -1.783, -3.382]],
  "mulliken_charge": [0.437, -0.769, 0.308, -0.142, -0.681, -0.147, -0.021, -0.288, -0.735, 0.253, 0.304, 0.284, 0.278, 0.398, 0.272, 0.249]
}



No. 15
{
  "formula": "C2H8N6",
  "method": "wB97M-V/def2-TZVPD",
  "lumo_ev": 0.68,
  "smiles": "C=NN/C(=N\\N)NN",
  "species": ["C", "N", "N", "C", "N", "N", "N", "N", "H", "H", "H", "H", "H", "H", "H", "H"],
  "coordinates": [[-2.110, -0.111, -1.906], [-1.103, -0.148, -1.071], [-0.752, 0.646, 0.136], [0.513, 0.178, 0.372], [0.785, -0.969, 0.711], [-0.081, -1.932, 0.616], [1.241, 1.344, 0.568], [2.397, 1.337, 1.266], [-3.196, 0.624, -2.062], [-2.237, -1.285, -2.468], [-1.174, 1.545, 0.604], [-0.616, -1.797, -0.340], [0.166, -2.891, 0.753], [1.266, 1.774, -0.476], [2.237, 1.242, 2.278], [2.663, 0.441, 1.019]],
  "mulliken_charge": [-0.253, -0.409, -0.212, 0.542, -0.130, -0.642, -0.132, -0.687, 0.221, 0.178, 0.290, 0.190, 0.239, 0.242, 0.264, 0.299]
}



No. 16
{
  "formula": "C2H8NO",
  "method": "wB97M-V/def2-TZVPD",
  "lumo_ev": 3.96,
  "total_charge": -1,
  "species": ["O", "H", "C", "N", "C", "H", "H", "H", "H", "H", "H", "H"],
  "coordinates": [[0.787, 1.577, -2.803], [1.543, 1.844, -2.267], [0.422, -0.918, 1.414], [-0.076, 0.217, 0.717], [-1.102, 0.119, -0.339], [1.336, -0.637, 1.945], [-0.292, -1.262, 2.163], [0.626, -1.859, 0.845], [0.686, 0.666, 0.242], [-2.004, 0.711, -0.191], [-1.352, -0.941, -0.489], [-0.575, 0.483, -1.236]],
  "mulliken_charge": [-1.115, 0.126, -0.834, -0.387, -0.656, 0.313, 0.272, 0.289, 0.272, 0.188, 0.214, 0.318]
}



No. 17
{
  "formula": "C2H8NO2",
  "method": "wB97M-V/def2-TZVPD",
  "lumo_ev": 4.46,
  "total_charge": -1,
  "species": ["C", "N", "C", "O", "H", "H", "H", "H", "H", "H", "H", "H", "O"],
  "coordinates": [[-0.353, -1.716, 0.350], [0.239, -0.431, 0.044], [-0.786, 0.688, 0.336], [-1.255, 0.692, 1.546], [0.380, -2.521, 0.252], [-1.134, -1.924, -0.377], [-0.806, -1.716, 1.348], [0.943, -0.233, 0.751], [-1.535, 0.553, -0.484], [-0.198, 1.620, 0.120], [1.197, 0.223, -1.314], [1.588, 1.663, -1.740], [1.762, 0.736, -1.959]],
  "mulliken_charge": [-0.854, -0.475, -0.361, -0.848, 0.288, 0.246, 0.301, 0.214, 0.265, 0.131, 0.590, 0.283, -0.781]
}



No. 18
{
  "formula": "C2H8NO2",
  "method": "wB97M-V/def2-TZVPD",
  "lumo_ev": 4.65,
  "total_charge": -1,
  "species": ["C", "O", "C", "N", "H", "H", "H", "H", "H", "H", "H", "H", "O"],
  "coordinates": [[1.033, -0.334, 0.327], [1.136, 1.014, 0.534], [-0.312, -0.934, 0.818], [-1.261, -1.475, -0.206], [1.192, -0.693, -0.714], [1.820, -0.822, 0.982], [-0.119, -1.694, 1.609], [-0.924, -0.213, 1.398], [-1.509, -0.626, -0.713], [-0.684, -1.973, -0.882], [-0.354, 2.397, -1.452], [0.287, 1.401, -0.249], [-0.547, 1.497, -1.169]],
  "mulliken_charge": [-0.353, -0.744, -0.545, -0.768, 0.210, 0.252, 0.295, 0.328, 0.366, 0.253, 0.193, 0.407, -0.895]
}



No. 19
{
  "formula": "C2H8NO2",
  "method": "wB97M-V/def2-TZVPD",
  "lumo_ev": -10.62,
  "total_charge": 1,
  "species": ["O", "C", "C", "N", "H", "H", "H", "H", "H", "H", "H", "H", "O"],
  "coordinates": [[-0.983, 0.752, 0.734], [-0.125, -0.231, 0.517], [1.200, 0.405, -0.048], [2.028, -0.954, -0.133], [-0.622, -0.960, -0.197], [1.602, 0.947, 0.818], [0.808, 1.176, -0.746], [1.462, -0.341, -1.003], [2.984, -0.623, -0.343], [0.045, -0.843, 1.421], [-2.071, 0.396, 0.135], [-3.624, 0.298, -0.600], [-2.704, -0.022, -0.555]],
  "mulliken_charge": [-0.276, -0.267, -0.460, -0.481, 0.437, 0.399, 0.375, 0.311, 0.311, 0.376, 0.419, 0.350, -0.493]
}



No. 20
{
  "formula": "C2H8NO2P",
  "method": "wB97M-V/def2-TZVPD",
  "lumo_ev": -0.23,
  "species": ["C", "C", "N", "O", "O", "P", "H", "H", "H", "H", "H", "H", "H", "H"],
  "coordinates": [[-1.941, 1.513, -0.616], [-1.168, 0.242, -0.901], [1.580, -1.072, 1.781], [1.636, 1.289, 1.324], [-0.343, -0.460, -0.240], [1.585, 0.081, 0.515], [-2.251, 1.984, -1.625], [-2.785, 1.046, -0.016], [-1.388, 2.266, -0.034], [-1.543, -0.238, -1.851], [1.540, -1.837, -1.089], [1.352, -2.025, 1.759], [1.742, -0.646, 2.695], [1.983, -2.143, -1.705]],
  "mulliken_charge": [-0.691, 0.142, -0.379, -0.567, -0.388, 0.329, 0.283, 0.252, 0.283, 0.316, -0.264, 0.206, 0.235, 0.243]
}



Computed values of energy above the lowest of the compared OMol25 structures with the same formula, charge and spin (unit: kJ/mol) for the preceding records, in sequence: 499.86, 264.91, 120.41, 299.05, 444.82, 136.54, 195.42, 403.47, 0.00, 243.20, 149.70, 137.92, 0.00, 198.24, 685.18, 105.70, 41.25, 39.88, 1137.80, 331.36.